[1]
{
  "formula": "C46H35N2O14S",
  "method": "ωB97M-V/def2-TZVPD",
  "species": ["O", "C", "O", "C", "C", "C", "C", "C", "C", "N", "C", "C", "N", "C", "S", "H", "H", "H", "H", "H", "H", "H", "H", "H", "H", "H", "C", "C", "C", "O", "C", "C", "C", "O", "H", "H", "H", "H", "C", "C", "C", "O", "C", "C", "C", "O", "H", "H", "H", "H", "C", "C", "C", "O", "C", "C", "C", "O", "H", "H", "H", "H", "C", "C", "C", "O", "C", "C", "C", "O", "H", "H", "H", "H", "C", "C", "C", "O", "C", "C", "C", "O", "H", "H", "H", "H", "C", "C", "C", "O", "C", "C", "C", "O", "H", "H", "H", "H"],
  "xyz": [[-3.49236, -0.22186, 1.26062], [-2.71045, -1.12109, 1.10932], [-1.69933, -0.96665, 0.16757], [-2.83394, -2.46608, 1.93264], [-2.53443, -2.19275, 3.45824], [-0.97755, -1.99116, 3.76510], [-0.88428, -1.77473, 5.32406], [-0.28033, -2.76748, 6.23449], [-0.25038, -2.43179, 7.66770], [-0.78842, -1.25422, 8.15458], [-1.39176, -0.30806, 7.34040], [-1.45774, -0.54054, 5.88940], [-2.08668, 0.51230, 5.09613], [-1.31816, 1.50047, 5.16174], [-0.24860, 2.67938, 5.32225], [-0.92226, -1.51440, 0.38195], [-2.19440, -3.29189, 1.50792], [-3.91207, -2.79833, 1.87883], [-2.83958, -3.09628, 4.06558], [-3.14740, -1.31896, 3.79520], [-0.55075, -1.10266, 3.22642], [-0.38549, -2.90006, 3.46319], [0.15449, -3.72417, 5.83921], [0.20449, -3.13519, 8.40397], [-0.74642, -1.02292, 9.15171], [-1.82537, 0.62621, 7.77783], [-1.46384, 5.37985, 1.81058], [-0.59340, 4.41435, 2.09692], [0.86414, 4.62743, 1.96032], [1.65738, 3.74240, 2.22083], [1.31948, 5.95650, 1.49485], [0.45007, 6.92422, 1.20725], [-1.00963, 6.71097, 1.34316], [-1.80185, 7.59065, 1.08317], [-2.53382, 5.23979, 1.90360], [-0.90784, 3.43646, 2.43924], [2.38935, 6.09429, 1.40183], [0.76544, 7.90160, 0.86439], [-1.80430, 3.81611, -3.30832], [-2.54382, 4.49300, -2.43111], [-3.20552, 3.81220, -1.29717], [-3.88068, 4.42748, -0.49661], [-3.01498, 2.34792, -1.17194], [-2.27710, 1.66999, -2.04719], [-1.61425, 2.35171, -3.18197], [-0.93577, 1.72838, -3.98264], [-1.31770, 4.29709, -4.13901], [-2.69398, 5.56285, -2.50643], [-3.50634, 1.86578, -0.33521], [-2.12864, 0.59987, -1.96985], [1.01255, -7.39860, 5.83527], [0.70570, -8.50307, 6.51356], [-0.54424, -9.25008, 6.23958], [-0.82558, -10.25335, 6.85708], [-1.43694, -8.72172, 5.18182], [-1.12842, -7.61705, 4.50450], [0.11976, -6.87195, 4.77914], [0.40319, -5.86193, 4.15805], [1.92122, -6.83959, 6.02206], [1.34744, -8.90288, 7.28869], [-2.34528, -9.28018, 4.99406], [-1.76943, -7.21682, 3.72889], [2.29345, 3.17128, -5.99634], [1.30393, 3.58816, -5.20840], [1.35228, 4.91513, -4.55428], [0.45192, 5.30509, -3.82926], [2.54071, 5.75926, -4.81190], [3.52933, 5.34177, -5.59967], [3.48123, 4.01547, -6.25336], [4.38223, 3.63443, -6.97432], [2.27551, 2.20345, -6.48231], [0.42963, 2.98219, -5.01200], [2.55902, 6.72675, -4.32614], [4.40554, 5.94614, -5.79743], [5.85937, 0.53383, -2.68485], [6.19541, -0.72741, -2.94882], [6.12914, -1.26807, -4.32640], [6.43343, -2.41814, -4.56640], [5.67657, -0.35175, -5.39786], [5.34047, 0.91003, -5.13304], [5.40693, 1.44949, -3.75691], [5.10241, 2.60128, -3.51491], [5.90104, 0.94591, -1.68431], [6.52908, -1.41039, -2.17761], [5.63477, -0.76313, -6.39849], [5.00662, 1.59362, -5.90374], [-2.41805, -3.49493, -5.83387], [-3.38183, -3.03602, -5.03729], [-3.28464, -1.69937, -4.40705], [-4.16221, -1.27999, -3.67773], [-2.07778, -0.89287, -4.69716], [-1.11436, -1.35187, -5.49337], [-1.20994, -2.68774, -6.12404], [-0.33287, -3.10627, -6.85162], [-2.47091, -4.46942, -6.30291], [-4.27158, -3.61203, -4.81492], [-2.02207, 0.08418, -4.22856], [-0.22492, -0.77502, -5.71507]],
  "forces_ev_per_angstrom": [[0.487, -0.682, -0.068], [-0.104, -0.158, 0.031], [-0.320, -0.471, 1.209], [0.054, 0.218, 0.058], [0.518, -0.648, -0.200], [-0.564, 0.008, 1.005], [0.172, 0.183, 0.532], [-1.086, 2.681, 1.361], [-0.192, -0.390, -1.996], [-0.269, 0.091, -1.843], [0.275, -1.263, -2.246], [0.541, -1.215, 2.428], [2.312, 0.323, 0.798], [0.799, 0.916, 0.081], [-2.000, -1.851, -0.450], [-0.533, -0.036, -0.228], [-0.551, 0.883, 0.478], [1.166, 0.490, -0.196], [0.131, 0.925, -0.737], [0.648, -0.709, -0.311], [-0.457, -0.650, 0.591], [-0.645, 0.836, 0.406], [-0.474, 1.127, 0.536], [-0.501, 0.877, -0.635], [0.096, -0.427, -0.441], [0.583, -1.144, -0.253], [-0.123, -0.213, 0.109], [-0.137, 0.070, -0.030], [0.165, -0.148, -0.011], [-0.107, 0.052, 0.054], [-0.017, 0.184, -0.062], [0.228, -0.082, 0.012], [-0.157, 0.251, -0.106], [0.104, -0.122, 0.057], [-0.012, 0.048, -0.076], [0.022, -0.018, -0.060], [-0.001, -0.048, 0.008], [-0.050, 0.002, -0.003], [-0.431, -0.164, -0.025], [0.092, -0.018, -0.127], [-0.054, 0.138, 0.072], [0.097, -0.067, 0.020], [-0.002, -0.160, 0.052], [0.022, -0.105, 0.038], [-0.056, 0.215, 0.134], [-0.001, 0.283, 0.185], [-0.146, -0.055, 0.030], [-0.020, -0.009, 0.011], [0.009, -0.016, -0.006], [-0.021, 0.026, 0.048], [0.042, -0.059, 0.123], [0.178, 0.190, 0.006], [-0.079, -0.304, 0.135], [0.040, 0.163, -0.070], [-0.099, 0.157, -0.175], [-0.096, -0.098, 0.010], [0.035, 0.004, -0.118], [-0.113, 0.132, 0.202], [0.013, -0.005, -0.051], [-0.032, -0.042, -0.009], [0.022, -0.031, 0.032], [0.037, 0.007, -0.016], [-0.131, 0.002, 0.121], [-0.001, -0.093, -0.132], [0.036, 0.235, 0.137], [0.632, 0.100, -0.237], [0.137, 0.063, -0.044], [-0.057, 0.184, 0.106], [0.225, -0.094, -0.128], [-0.126, 0.030, 0.104], [0.011, 0.012, -0.026], [0.040, -0.037, -0.006], [-0.033, -0.015, 0.015], [0.011, -0.047, -0.020], [0.067, -0.163, 0.119], [-0.033, 0.160, 0.169], [0.076, -0.254, -0.128], [-0.042, 0.127, 0.072], [-0.072, 0.180, -0.042], [-0.025, -0.139, -0.169], [-0.037, 0.212, -0.009], [-0.040, -0.110, -0.015], [-0.005, 0.043, -0.022], [0.012, -0.029, -0.045], [0.018, -0.034, 0.021], [0.050, 0.035, -0.005], [-0.201, -0.060, 0.099], [0.024, -0.177, -0.093], [-0.100, 0.031, 0.029], [0.111, -0.050, -0.008], [-0.069, 0.030, 0.028], [-0.059, 0.131, 0.121], [0.226, -0.036, -0.175], [-0.109, 0.022, 0.099], [0.040, 0.017, -0.026], [-0.012, 0.035, 0.009], [0.001, -0.381, -0.215], [-0.005, -0.007, -0.008]],
  "lumo_energy_ev": -4.6,
  "e_above_lowest_kcal_mol": 0.0,
  "homo_energy_ev": -11.2,
  "orbital_gap_ha": 0.243,
  "e_tot_ev": -90735.075,
  "total_charge": 1
}


[2]
{
  "formula": "CH3NOS",
  "method": "ωB97M-V/def2-TZVPD",
  "species": ["C", "N", "O", "S", "H", "H", "H"],
  "xyz": [[-1.33028, 0.15743, 0.02662], [1.47799, -0.30809, -0.09418], [1.69481, -1.47118, 0.01876], [2.26670, 1.01207, -0.12229], [-1.43089, 0.51818, 1.00216], [-2.30174, -0.30262, -0.48381], [-0.37659, 0.39421, -0.34726]],
  "forces_ev_per_angstrom": [[-3.059, -1.134, -1.198], [0.369, -2.015, 0.204], [-0.284, 0.359, -0.070], [0.625, 1.407, -0.049], [-0.548, 0.296, 1.473], [2.777, 1.100, 0.948], [0.120, -0.012, -1.308]],
  "lumo_energy_ev": [-1.5, -0.9],
  "e_above_lowest_kcal_mol": 138.8,
  "homo_energy_ev": [-8.9, -9.2],
  "orbital_gap_ha": [0.272, 0.304],
  "e_tot_ev": -15452.789
}